Record 1
Formula: C22H32BN3
Source: the Open Molecules 2025 dataset
Level of theory: ωB97M-V/def2-TZVPD

Energy in a.u.: -1046.5680
HOMO level in eV: -9.44
Structure (SMILES): CBCCCCCC.c1ccncc1.c1ccncc1.c1ccncc1
Kohn-Sham gap in Ha: 0.3730

Each line ends with the natural charge from an NBO analysis.
Cartesian coordinates (Å):
1 C 4.079 -0.999 1.950  -1.019
2 B 4.330 0.538 1.725  0.708
3 C 3.155 1.604 1.666  -0.789
4 C 2.376 1.615 3.012  -0.379
5 C 0.851 1.439 2.899  -0.398
6 C 0.331 0.007 3.070  -0.394
7 C 0.350 -0.892 1.823  -0.405
8 C -0.017 -0.213 0.509  -0.611
9 H 5.024 -1.520 2.080  0.228
10 H 3.453 -1.200 2.816  0.238
11 H 3.584 -1.436 1.083  0.252
12 H 5.455 0.933 1.615  -0.099
13 H 3.610 2.575 1.506  0.218
14 H 2.509 1.345 0.830  0.234
15 H 2.528 2.594 3.460  0.205
16 H 2.776 0.900 3.728  0.189
17 H 0.486 1.909 1.990  0.206
18 H 0.425 2.019 3.719  0.200
19 H 0.969 -0.464 3.819  0.195
20 H -0.667 0.040 3.500  0.199
21 H -0.395 -1.673 1.988  0.200
22 H 1.288 -1.423 1.718  0.198
23 H 0.534 0.695 0.318  0.211
24 H 0.248 -0.894 -0.303  0.203
25 H -1.084 -0.045 0.407  0.207
26 C -4.595 0.633 -3.048  -0.175
27 C -3.236 0.594 -3.309  -0.251
28 C -2.474 -0.383 -2.686  0.036
29 N -2.976 -1.287 -1.846  -0.428
30 C -4.284 -1.233 -1.604  0.034
31 C -5.135 -0.301 -2.177  -0.263
32 H -5.225 1.379 -3.515  0.217
33 H -2.772 1.305 -3.979  0.223
34 H -1.405 -0.447 -2.860  0.198
35 H -4.664 -1.978 -0.913  0.193
36 H -6.191 -0.306 -1.945  0.220
37 C -1.168 5.418 -1.120  -0.172
38 C 0.141 4.968 -1.155  -0.260
39 C 0.372 3.605 -1.050  0.034
40 N -0.596 2.700 -0.913  -0.423
41 C -1.849 3.150 -0.880  0.030
42 C -2.188 4.490 -0.980  -0.252
43 H -1.391 6.474 -1.200  0.217
44 H 0.968 5.658 -1.261  0.221
45 H 1.383 3.211 -1.072  0.195
46 H -2.616 2.390 -0.766  0.196
47 H -3.224 4.798 -0.948  0.218
48 C -0.345 -5.002 -0.435  -0.170
49 C 0.706 -5.904 -0.497  -0.263
50 C 1.823 -5.564 -1.243  0.028
51 N 1.945 -4.418 -1.910  -0.419
52 C 0.924 -3.565 -1.841  0.029
53 C -0.237 -3.803 -1.121  -0.265
54 H -1.234 -5.229 0.139  0.215
55 H 0.662 -6.852 0.023  0.217
56 H 2.668 -6.240 -1.315  0.190
57 H 1.050 -2.641 -2.395  0.189
58 H -1.034 -3.069 -1.104  0.245

Record 2
Formula: C5H12NS
Source: the Open Molecules 2025 dataset
Level of theory: ωB97M-V/def2-TZVPD

<S²>: 0.753
Energy in a.u.: -650.5363
HOMO level (spin up / spin down) in eV: -8.42 / -8.41
Relative energy (zero: lowest compared OMol25 entry of this formula, charge and spin) in kcal per mole: 34.21
Spin multiplicity: 2
Kohn-Sham gap (spin up / spin down) in Ha: 0.3475 / 0.2360

Each line ends with the natural charge from an NBO analysis.
Cartesian coordinates (Å):
1 C -1.925 -1.070 -0.946  -0.193
2 N -1.310 -0.180 -0.095  -0.657
3 C 0.110 0.005 -0.109  -0.036
4 C 0.755 1.225 0.682  -0.574
5 S 2.573 1.520 0.480  0.122
6 C 0.984 -1.315 0.006  -0.643
7 C -3.336 -1.375 -0.391  -0.606
8 H -1.471 -2.008 -1.134  0.199
9 H -2.109 -0.729 -2.079  0.126
10 H -2.001 0.593 0.136  0.384
11 H 0.519 0.384 -1.130  0.132
12 H 0.748 0.950 1.779  0.230
13 H 0.105 2.150 0.536  0.233
14 H 0.745 -1.725 1.061  0.207
15 H 0.837 -1.950 -0.955  0.224
16 H 2.057 -1.031 0.086  0.233
17 H -3.204 -1.947 0.593  0.208
18 H -3.794 -2.112 -1.088  0.210
19 H -3.959 -0.448 -0.261  0.199

Record 3
Formula: C15H20Cl3OSeSiTc
Source: the Open Molecules 2025 dataset
Level of theory: ωB97M-V/def2-TZVPD

<S²>: 3.804
Energy in a.u.: -4810.8325
HOMO level (spin up / spin down) in eV: -11.70 / -11.88
Spin multiplicity: 4
Kohn-Sham gap (spin up / spin down) in Ha: 0.2450 / 0.2472
Net charge: +1

Each line ends with the natural charge from an NBO analysis.
Cartesian coordinates (Å):
1 Tc -0.618 1.134 -1.161  1.101
2 Cl 0.635 7.276 2.137  0.063
3 C 0.668 5.848 1.173  -0.027
4 C -0.511 5.155 0.947  -0.232
5 C -0.425 4.023 0.168  -0.067
6 Cl -1.864 3.054 -0.172  0.128
7 C 0.750 3.544 -0.389  0.219
8 O 0.762 2.429 -1.152  -0.630
9 C 1.915 4.265 -0.137  -0.053
10 Cl 3.401 3.710 -0.797  0.075
11 C 1.873 5.410 0.640  -0.215
12 H -1.450 5.493 1.361  0.259
13 H 2.784 5.957 0.834  0.260
14 C -2.045 -2.554 2.509  -0.584
15 C -1.091 -1.362 2.680  -0.206
16 C -1.616 -0.408 3.763  -0.586
17 C 0.314 -1.861 3.053  -0.583
18 C -0.999 -0.640 1.409  0.308
19 C -0.925 -0.035 0.349  -0.477
20 H -2.080 -3.117 3.442  0.225
21 H -1.705 -3.219 1.715  0.215
22 H -3.054 -2.218 2.271  0.221
23 H -1.676 -0.943 4.711  0.225
24 H -2.611 -0.039 3.513  0.219
25 H -0.949 0.445 3.891  0.218
26 H 0.254 -2.427 3.983  0.226
27 H 1.000 -1.026 3.199  0.220
28 H 0.718 -2.511 2.277  0.215
29 C 1.095 -2.030 -4.970  -1.153
30 Si 0.500 -2.362 -3.254  1.604
31 C 1.805 -2.339 -1.947  -1.152
32 C -0.806 -3.651 -3.066  -1.153
33 Se -0.749 -0.327 -2.889  -0.240
34 H 1.635 -2.895 -5.361  0.267
35 H 1.773 -1.175 -4.972  0.261
36 H 0.265 -1.815 -5.644  0.262
37 H 2.470 -3.199 -2.061  0.264
38 H 1.361 -2.380 -0.952  0.255
39 H 2.409 -1.434 -2.024  0.259
40 H -0.404 -4.630 -3.339  0.266
41 H -1.662 -3.448 -3.709  0.263
42 H -1.149 -3.699 -2.032  0.259

Record 4
Formula: C39H58IN3O5SiTeV
Source: the Open Molecules 2025 dataset
Level of theory: ωB97M-V/def2-TZVPD

<S²>: 3.776
Energy in a.u.: -3860.7403
HOMO level (spin up / spin down) in eV: -5.91 / -7.47
Spin multiplicity: 4
Kohn-Sham gap (spin up / spin down) in Ha: 0.2200 / 0.1732

Each line ends with the Löwdin spin population.
Cartesian coordinates (Å):
1 V -1.260 0.560 -2.113  1.838
2 I -0.631 1.671 -4.516  0.015
3 N -5.246 0.251 -3.524  0.006
4 C -3.952 0.545 -3.633  0.014
5 N -3.283 0.279 -2.535  0.014
6 C -4.225 -0.273 -1.623  0.007
7 C -4.155 -0.752 -0.328  0.002
8 C -5.241 -1.287 0.324  0.001
9 C -6.430 -1.382 -0.433  -0.001
10 C -6.607 -0.792 -1.692  0.001
11 C -5.465 -0.279 -2.240  0.000
12 H -5.972 0.544 -4.152  0.000
13 H -3.498 1.027 -4.486  0.001
14 H -3.248 -0.569 0.264  0.002
15 H -5.119 -1.651 1.364  0.000
16 H -7.333 -1.739 0.005  0.000
17 H -7.529 -0.814 -2.180  0.000
18 C -2.013 4.284 3.233  0.000
19 C -2.816 3.332 2.450  0.000
20 C -4.250 3.712 2.594  0.000
21 C -2.636 1.878 2.818  0.000
22 O -2.534 3.431 1.031  0.002
23 Si -1.261 3.270 -0.014  0.009
24 O -1.137 1.913 -0.885  0.045
25 O -1.344 4.512 -1.030  0.001
26 C -2.464 5.013 -1.751  0.000
27 C -3.463 3.935 -2.187  0.000
28 C -3.143 6.097 -0.960  0.000
29 C -1.922 5.720 -3.002  0.000
30 O 0.053 3.537 0.909  0.000
31 C 1.482 3.487 0.675  0.000
32 C 1.864 4.816 -0.032  0.000
33 C 1.917 2.239 -0.078  0.000
34 C 2.198 3.392 2.010  0.000
35 H -2.157 4.080 4.317  0.000
36 H -2.365 5.302 3.044  0.000
37 H -0.941 4.278 3.046  0.000
38 H -4.607 3.745 3.634  0.000
39 H -4.876 3.001 2.036  0.000
40 H -4.393 4.757 2.212  0.000
41 H -3.036 1.695 3.853  0.000
42 H -1.594 1.592 2.832  0.000
43 H -3.225 1.308 2.103  0.000
44 H -3.795 3.259 -1.378  0.000
45 H -3.079 3.229 -2.878  0.000
46 H -4.333 4.451 -2.619  0.000
47 H -3.855 5.722 -0.129  0.000
48 H -3.717 6.734 -1.623  0.000
49 H -2.374 6.733 -0.560  0.000
50 H -1.210 5.020 -3.461  0.000
51 H -1.476 6.650 -2.637  0.000
52 H -2.863 5.996 -3.564  0.000
53 H 1.268 4.921 -0.966  0.000
54 H 2.933 4.830 -0.124  0.000
55 H 1.576 5.506 0.718  0.000
56 H 1.604 2.198 -1.124  0.000
57 H 1.515 1.294 0.349  0.000
58 H 3.021 2.219 -0.036  0.000
59 H 1.895 4.224 2.675  0.000
60 H 3.298 3.405 1.995  0.000
61 H 1.954 2.434 2.507  0.000
62 C 0.158 -2.599 -3.947  0.019
63 C 0.102 -2.143 -2.480  0.055
64 O 0.735 -2.804 -1.648  0.219
65 N -0.592 -0.992 -2.128  -0.040
66 Te 1.951 -1.898 0.895  0.570
67 C 1.436 -3.984 1.314  0.016
68 C 0.626 -4.051 2.440  0.020
69 C 0.088 -2.877 3.141  0.017
70 C 0.366 -5.358 2.976  -0.004
71 C 0.934 -6.502 2.438  0.017
72 C 0.502 -7.841 2.881  0.003
73 C 1.784 -6.405 1.358  -0.002
74 C 1.931 -5.178 0.790  0.012
75 C 2.831 -5.224 -0.456  0.001
76 C 4.021 -2.036 0.237  0.034
77 C 4.367 -1.315 -0.919  0.014
78 C 3.387 -0.576 -1.708  0.014
79 C 5.716 -1.337 -1.283  -0.003
80 C 6.679 -2.117 -0.627  0.011
81 C 8.028 -2.195 -1.143  0.002
82 C 6.298 -2.786 0.524  0.000
83 C 4.976 -2.753 0.994  0.014
84 C 4.720 -3.540 2.261  0.010
85 H 0.759 -3.549 -3.876  0.000
86 H 0.615 -1.815 -4.554  0.003
87 H -0.800 -2.924 -4.356  0.002
88 H -0.518 -2.210 2.507  0.001
89 H 0.821 -2.117 3.427  0.013
90 H -0.568 -3.233 3.951  0.001
91 H -0.370 -5.465 3.779  0.000
92 H 1.198 -8.584 2.545  0.000
93 H -0.462 -8.054 2.390  0.001
94 H 0.356 -7.903 3.948  0.000
95 H 2.231 -7.277 0.904  0.000
96 H 2.499 -4.450 -1.186  0.000
97 H 2.886 -6.204 -0.906  0.000
98 H 3.860 -4.898 -0.236  0.001
99 H 2.893 -1.243 -2.375  0.000
100 H 3.928 0.191 -2.305  0.000
101 H 2.610 -0.148 -1.127  0.010
102 H 6.129 -0.726 -2.108  0.000
103 H 8.266 -3.304 -1.362  0.001
104 H 8.774 -1.927 -0.342  0.001
105 H 8.183 -1.605 -2.036  0.000
106 H 7.106 -3.297 1.129  0.000
107 H 5.694 -3.545 2.853  0.001
108 H 4.397 -4.534 2.022  0.000
109 H 3.963 -3.161 2.898  0.007